Density functional theory data (the ωB97M-V functional and the def2-TZVPD basis) for a molecular structure, C4HHgLiO5 at a distorted geometry.

The geometry in XYZ format:
```
12
Properties=species:S:1:pos:R:3
O 2.48626 -0.84858 0.24359
O 0.49728 -0.15562 -0.61087
O 2.02015 1.28026 0.06513
C -1.43628 -1.41193 -0.25915
C -0.08689 -1.41587 -0.54314
C 1.74174 0.07190 -0.16663
H -1.96958 -2.36929 -0.31093
Hg 3.71010 0.60028 0.74575
O -1.75018 1.96746 0.43770
C -2.33316 1.38436 1.29137
O -2.07881 -0.38956 0.24731
Li -0.80062 1.28660 -1.14012
```

Values from the calculation:
electronic energy = -18766.5713 eV
F_max = 9.769 eV/Å
HOMO-LUMO gap (spin up / spin down) = 3.5482 / 4.0327 eV
<S²> = 0.78
2S+1 = 2
charge = +1
lowest unoccupied orbital energy (spin up / spin down) = -0.2940 / -0.2836 Ha